No. 1
{"formula": "C25H48BClO13P2S4", "method": "the ωB97M-V functional and the def2-TZVPD basis", "lumo_energy_ev": 0.35, "gap_ev": 7.39, "species": ["C", "C", "P", "C", "C", "C", "B", "O", "O", "C", "C", "S", "P", "O", "Cl", "O", "C", "C", "O", "C", "C", "C", "C", "C", "C", "C", "S", "C", "C", "O", "O", "C", "C", "C", "O", "C", "O", "C", "S", "H", "H", "H", "H", "H", "H", "H", "H", "H", "H", "H", "H", "H", "H", "H", "H", "H", "H", "H", "H", "H", "H", "H", "H", "H", "H", "H", "H", "H", "H", "H", "H", "H", "H", "H", "H", "H", "H", "H", "H", "H", "H", "H", "H", "O", "S", "O", "O", "C", "C", "O", "H", "H", "H", "H"], "coordinates": [[3.81437, 0.19488, 0.70997], [2.92037, 0.43114, 1.94088], [2.42704, 2.20122, 2.02691], [3.25698, 3.14055, 3.37393], [4.30237, 2.31990, 4.14731], [0.60005, 2.64047, 1.77093], [0.50905, 3.54816, 0.40622], [1.64757, 4.02169, -0.19473], [-0.70737, 3.79973, -0.18533], [-1.12067, 5.14148, -0.38470], [0.10716, 3.59846, 2.87555], [0.67753, 5.33960, 2.74171], [-0.04480, 2.94132, 4.68459], [1.26505, 1.99460, 4.94573], [0.44417, 4.59095, 5.85063], [-1.27559, 3.72262, 2.58320], [-1.75082, 2.37718, 2.30439], [-2.97866, 2.56230, 1.43161], [-3.79592, 1.40291, 1.48473], [-4.92704, 1.57594, 2.30963], [-0.52258, 1.55847, 1.82297], [-0.20603, 0.31813, 2.71145], [-1.38710, -0.25573, 3.47481], [-0.94020, -1.50079, 4.25869], [-1.48492, -2.79365, 3.64152], [-1.31938, -1.41223, 5.72999], [-1.01475, 0.85114, 0.17652], [0.57044, 0.45701, -0.57697], [0.32892, -0.29522, -1.86518], [0.39651, 0.22631, -2.97646], [0.05175, -1.62088, -1.67328], [0.95023, -2.50071, -2.34718], [0.22452, -3.29462, -3.44219], [0.84879, -3.16478, -4.83175], [0.16484, -4.70089, -3.13143], [-0.52008, -5.02242, -2.01680], [-1.39353, -4.33408, -1.51404], [-0.05446, -6.33674, -1.42803], [-1.40536, -7.31933, -0.76357], [3.28508, 0.54350, -0.17003], [4.71524, 0.79281, 0.77358], [4.04129, -0.86039, 0.59160], [2.11020, -0.28624, 1.90591], [3.52603, 0.18164, 2.80880], [3.79188, 3.95972, 2.90204], [2.59400, 3.61252, 4.08869], [4.58482, 2.88016, 5.02942], [5.17919, 2.17474, 3.52661], [3.89702, 1.35030, 4.40818], [1.54886, 4.92031, -0.51425], [-1.40270, 5.26501, -1.42753], [-0.34578, 5.87072, -0.16652], [-1.99244, 5.36524, 0.22019], [1.88845, 5.16374, 2.19704], [1.68652, 2.19028, 5.78620], [-2.15916, 2.04915, 3.25343], [-3.52504, 3.39764, 1.86787], [-2.76811, 2.82450, 0.40391], [-5.46681, 0.63709, 2.33099], [-5.59786, 2.33814, 1.91523], [-4.61764, 1.83287, 3.32228], [0.11525, -0.45603, 2.02055], [0.64643, 0.49665, 3.35734], [-2.22934, -0.47273, 2.82685], [-1.68176, 0.47489, 4.22412], [0.14465, -1.58280, 4.23107], [-2.45985, -3.05548, 4.03953], [-1.57208, -2.66201, 2.56488], [-0.80505, -3.62643, 3.78645], [-0.66986, -0.73413, 6.27649], [-2.35309, -1.10301, 5.86210], [-1.21946, -2.38118, 6.21412], [1.14682, -0.20133, 0.06586], [1.14228, 1.33835, -0.84347], [1.76421, -1.94184, -2.79233], [1.37677, -3.19220, -1.62447], [-0.78092, -2.89779, -3.50041], [0.07372, -2.91671, -5.54335], [1.32977, -4.08962, -5.12304], [1.56805, -2.35784, -4.87054], [0.68534, -6.11122, -0.66725], [0.43207, -6.90489, -2.21047], [-2.07015, -6.32992, -0.15642], [1.11410, -1.73825, -7.72243], [0.73190, -1.79336, -9.08502], [1.67974, -1.67393, -10.12838], [-0.45320, -0.74053, -9.31357], [-1.61367, -1.39783, -9.83774], [-1.53015, -2.80421, -9.28265], [-0.13254, -3.11857, -9.33815], [-1.55464, -1.39167, -10.92774], [-2.50863, -0.87267, -9.51693], [-2.09260, -3.52378, -9.86986], [-1.85561, -2.84547, -8.24105]], "mulliken_charge": [-1.677, -0.457, 0.014, -0.224, -1.654, -1.860, 0.984, -0.783, -0.329, -0.930, 1.906, -0.229, 0.228, -0.475, -0.270, -0.569, -0.458, -2.130, -0.260, -0.816, 3.254, -2.217, -1.195, 0.919, -1.726, -1.805, -0.376, 1.241, -0.479, -0.645, -0.005, -1.059, 0.817, -1.279, -0.482, 0.675, -0.553, -0.545, -0.227, 0.357, 0.406, 0.423, 0.205, 0.684, 0.619, 0.444, 0.409, 0.406, 0.324, 0.322, 0.315, 0.362, 0.214, 0.151, 0.353, 0.418, 0.626, 0.420, 0.259, 0.365, 0.319, 0.596, 0.534, 0.400, 0.358, 0.235, 0.376, 0.416, 0.405, 0.346, 0.373, 0.483, -0.272, 0.221, 0.600, 0.273, 0.245, 0.198, 0.382, 0.344, 0.285, 0.342, 0.139, -0.401, 1.019, -0.562, -0.311, -0.298, -0.286, -0.308, 0.279, 0.304, 0.313, 0.242]}

No. 2
{"formula": "C3H5NO2", "method": "the ωB97M-V functional and the def2-TZVPD basis", "lumo_energy_ev": 0.91, "gap_ev": 10.10, "species": ["C", "C", "N", "O", "C", "O", "H", "H", "H", "H", "H"], "coordinates": [[1.78933, 0.11264, -0.03061], [0.32745, 0.23564, -0.06691], [-0.30562, 1.32172, -0.05045], [-1.68276, 1.01830, -0.15803], [-1.76359, -0.44396, 0.05723], [-0.42127, -0.91441, -0.23175], [2.26230, 0.85039, 0.70504], [2.15894, 0.38017, -1.05938], [2.05715, -0.94183, 0.28400], [-1.98223, -0.66144, 1.18223], [-2.43971, -0.95722, -0.63138]], "mulliken_charge": [-0.840, 0.611, -0.364, -0.213, -0.059, -0.333, 0.295, 0.222, 0.270, 0.194, 0.217]}

No. 3
{"formula": "C16H48N2O8", "method": "the ωB97M-V functional and the def2-TZVPD basis", "total_charge": 1, "spin_multiplicity": 2, "lumo_energy_ev": [-2.26, -8.97], "gap_ev": [9.64, 2.93], "species": ["C", "C", "O", "H", "H", "H", "H", "H", "H", "C", "C", "O", "H", "H", "H", "H", "H", "H", "C", "C", "O", "H", "H", "H", "H", "H", "H", "C", "C", "O", "H", "H", "H", "H", "H", "H", "C", "C", "O", "H", "H", "H", "H", "H", "H", "C", "C", "O", "H", "H", "H", "H", "H", "H", "C", "O", "N", "N", "H", "H", "H", "H", "C", "C", "C", "O", "H", "H", "H", "H", "H", "H", "H", "H"], "coordinates": [[2.79114, 2.03703, 1.81325], [2.09394, 1.48270, 3.06070], [2.36426, 0.11739, 3.22097], [3.81826, 2.30978, 2.05560], [2.37730, 2.97386, 1.44016], [2.68234, 1.28749, 1.02939], [1.02430, 1.67364, 2.97405], [2.51111, 1.95679, 3.94913], [1.60908, -0.26972, 3.66980], [-1.48332, 3.71320, 3.81061], [-1.13732, 5.17954, 3.70243], [-0.22961, 5.40493, 2.59200], [-2.35226, 3.58679, 4.45642], [-0.59947, 3.11846, 4.04123], [-1.77557, 3.35205, 2.82457], [-0.71788, 5.47197, 4.66506], [-2.04746, 5.77426, 3.62468], [-0.15158, 6.32230, 2.32009], [0.26490, -4.32591, -2.25330], [1.78397, -3.96992, -2.28747], [2.02514, -2.53812, -2.24471], [0.09964, -5.40030, -2.17282], [-0.14652, -3.97328, -3.19907], [-0.28520, -3.88001, -1.42465], [2.13851, -4.43611, -3.20675], [2.34026, -4.51790, -1.52698], [2.96745, -2.38350, -2.34346], [-0.15641, 2.53825, -4.22659], [-1.60091, 3.12346, -4.25209], [-1.72823, 3.92385, -3.10023], [0.66503, 3.24502, -4.10906], [0.08360, 1.98953, -5.13731], [0.01377, 1.83164, -3.41428], [-2.38636, 2.36818, -4.22523], [-1.68965, 3.85137, -5.05855], [-1.61039, 3.54425, -2.22637], [0.88397, -4.08038, 1.54516], [0.25793, -3.16686, 2.60812], [-0.81343, -2.45726, 2.07395], [1.30453, -3.48123, 0.73754], [0.11804, -4.71503, 1.09943], [1.68232, -4.64639, 2.02514], [1.02218, -2.54596, 3.07557], [-0.21359, -3.72060, 3.42000], [-0.55617, -1.93402, 1.31131], [0.78851, -1.29382, -5.30249], [0.14357, -2.36291, -6.19052], [-1.16116, -1.88443, -6.51137], [0.90274, -0.35738, -5.84851], [1.77846, -1.62421, -4.98795], [0.09971, -1.16940, -4.46692], [0.14273, -3.33799, -5.70337], [0.62544, -2.49052, -7.15985], [-1.36129, -2.29168, -7.35735], [-0.71551, -0.24434, 5.10004], [0.37223, -0.70200, 4.98346], [-1.02752, 0.76675, 5.86357], [-1.76852, -0.67684, 4.47706], [-0.24900, 1.27022, 6.26423], [-1.99273, 1.03718, 5.98739], [-2.56898, -0.06256, 4.43225], [-1.69633, -1.38722, 3.76274], [-1.38871, 0.18027, -1.49535], [-0.26643, 0.13658, -0.39900], [-0.82641, 0.50868, 0.95855], [0.04094, -1.21402, -0.19962], [-1.07544, -0.21954, -2.45977], [-1.78059, 1.17779, -1.69409], [-2.25938, -0.41200, -1.21386], [0.61776, 0.72189, -0.65145], [-0.14501, 0.38148, 1.79974], [-1.67749, -0.11575, 1.23030], [-1.18032, 1.53553, 1.05034], [0.38702, -1.60475, -1.00533]], "mulliken_charge": [-1.234, 0.584, -0.125, 0.387, 0.340, 0.309, -0.127, 0.376, 0.394, -0.525, -0.416, -0.510, 0.390, 0.003, 0.170, 0.279, 0.347, 0.286, -0.886, -0.328, -0.459, 0.387, 0.181, 0.156, 0.389, 0.401, 0.231, -0.566, -0.238, -0.527, 0.370, 0.240, -0.064, 0.242, 0.302, 0.288, -0.992, 0.050, -0.627, 0.111, 0.269, 0.443, -0.055, 0.408, 0.358, -0.433, -0.410, -0.523, 0.319, 0.295, -0.147, 0.198, 0.399, 0.310, 0.731, -0.780, -0.367, -0.298, 0.222, 0.172, 0.196, 0.178, -1.134, 1.178, -1.699, -0.232, 0.012, 0.233, 0.392, 0.153, 0.193, 0.432, 0.489, -0.086]}

No. 4
{"formula": "C21H53BO23S6", "method": "the ωB97M-V functional and the def2-TZVPD basis", "lumo_energy_ev": -0.14, "gap_ev": 10.38, "species": ["O", "C", "O", "C", "C", "B", "O", "O", "O", "H", "H", "H", "H", "H", "C", "C", "O", "S", "C", "O", "O", "H", "H", "H", "H", "H", "H", "H", "H", "C", "C", "O", "S", "C", "O", "O", "H", "H", "H", "H", "H", "H", "H", "H", "C", "C", "O", "S", "C", "O", "O", "H", "H", "H", "H", "H", "H", "H", "H", "C", "C", "O", "S", "C", "O", "O", "H", "H", "H", "H", "H", "H", "H", "H", "C", "C", "O", "S", "C", "O", "O", "H", "H", "H", "H", "H", "H", "H", "H", "C", "C", "O", "S", "C", "O", "O", "H", "H", "H", "H", "H", "H", "H", "H"], "coordinates": [[1.28265, 2.08547, -3.24471], [0.70154, 2.37106, -2.07263], [0.96167, 1.85614, -0.70343], [0.79381, 3.09760, 0.11860], [0.26741, 4.30331, -0.90319], [1.38493, 5.38144, -1.48060], [1.44619, 6.70763, -0.77971], [2.27469, 5.15691, -2.63721], [-0.37470, 3.40281, -1.91761], [1.67754, 3.40087, 0.82553], [-0.17774, 2.92326, 0.77243], [-0.64041, 4.81005, -0.36049], [1.32278, 6.48126, 0.20267], [3.17801, 4.84453, -2.33677], [1.83066, -0.69216, -3.81628], [2.88309, -1.49931, -3.07744], [2.58661, -2.88779, -3.09649], [2.81294, -3.71305, -4.48218], [2.61193, -5.34653, -3.81694], [4.18510, -3.55183, -4.90909], [1.69697, -3.45078, -5.36843], [1.83138, -0.92668, -4.88466], [2.01528, 0.38050, -3.70978], [0.83023, -0.92224, -3.43583], [3.88284, -1.31221, -3.48395], [2.89876, -1.18607, -2.02695], [3.42427, -5.54784, -3.11599], [2.64930, -6.05349, -4.64823], [1.64193, -5.41001, -3.32031], [-3.08111, 2.39993, -3.40992], [-4.53805, 2.00198, -3.25516], [-4.66930, 0.70124, -2.70107], [-4.36283, 0.49644, -1.11471], [-4.99267, -1.15659, -0.96643], [-5.21002, 1.38568, -0.35143], [-2.92783, 0.44728, -0.91979], [-2.59358, 2.49984, -2.43587], [-2.99117, 3.35874, -3.92822], [-2.53013, 1.63762, -3.97015], [-5.08680, 2.73503, -2.65411], [-5.00798, 1.98089, -4.24541], [-6.06896, -1.14509, -1.14868], [-4.78725, -1.50335, 0.04835], [-4.48067, -1.79687, -1.68719], [2.86650, 0.81643, 6.47224], [3.48245, 1.45044, 5.23790], [3.25984, 0.66209, 4.07812], [1.76907, 0.64563, 3.42257], [2.18785, -0.18433, 1.91029], [1.37424, 2.00189, 3.11320], [0.92746, -0.24077, 4.20078], [1.77532, 0.79155, 6.40048], [3.12915, 1.37901, 7.37255], [3.20636, -0.21810, 6.58527], [3.11052, 2.46990, 5.08920], [4.56748, 1.52072, 5.37812], [2.85418, 0.45383, 1.32676], [1.26228, -0.36397, 1.35958], [2.66709, -1.13559, 2.14910], [-1.38568, -4.89987, 2.40451], [-0.76973, -4.26586, 1.17017], [-0.99234, -5.05421, 0.01039], [-2.48311, -5.07067, -0.64517], [-2.06433, -5.90063, -2.15744], [-2.87794, -3.71441, -0.95453], [-3.32472, -5.95707, 0.13305], [-2.47686, -4.92476, 2.33275], [-1.12303, -4.33729, 3.30481], [-1.04582, -5.93440, 2.51754], [-1.14166, -3.24640, 1.02147], [0.31530, -4.19559, 1.31039], [-1.39800, -5.26248, -2.74097], [-2.98990, -6.08027, -2.70815], [-1.58509, -6.85189, -1.91864], [6.84813, 4.06998, 10.50352], [5.36924, 4.13001, 10.16547], [5.06915, 5.23335, 9.32362], [5.50515, 5.15767, 7.75627], [4.61041, 6.58464, 7.19555], [4.91853, 3.97843, 7.15933], [6.92089, 5.44813, 7.65177], [7.44885, 3.86674, 9.61230], [7.05071, 3.27836, 11.23038], [7.18986, 5.02646, 10.91207], [5.02892, 3.19343, 9.71077], [4.79804, 4.26466, 11.09147], [3.54010, 6.39863, 7.30321], [4.85998, 6.74468, 6.14468], [4.91830, 7.45020, 7.78513], [-3.99603, -2.05717, -5.08645], [-4.22198, -2.16805, -6.58366], [-5.36362, -2.95723, -6.88365], [-6.84001, -2.31890, -6.62830], [-7.78333, -3.57121, -7.46079], [-6.95459, -1.08256, -7.36951], [-7.14330, -2.39717, -5.21355], [-4.80763, -1.50438, -4.60461], [-3.06081, -1.53301, -4.87046], [-3.96389, -3.05004, -4.62632], [-4.30425, -1.17841, -7.04581], [-3.35668, -2.66475, -7.03800], [-7.53860, -3.55299, -8.52452], [-8.84165, -3.34554, -7.31496], [-7.54805, -4.54257, -7.02182]], "mulliken_charge": [-0.648, 0.509, -0.140, -0.216, -0.330, 0.480, -0.535, -0.510, -0.210, 0.269, 0.280, 0.292, 0.317, 0.317, -0.753, -0.376, -0.195, 1.154, -0.774, -0.645, -0.577, 0.399, 0.359, 0.165, 0.346, 0.160, 0.315, 0.374, 0.146, -0.697, -0.539, -0.133, 1.026, -0.811, -0.654, -0.427, 0.105, 0.444, 0.214, 0.339, 0.279, 0.397, 0.371, 0.100, -0.937, -0.265, -0.285, 1.260, -1.080, -0.606, -0.638, 0.301, 0.297, 0.272, 0.313, 0.234, 0.302, 0.381, 0.452, -1.047, -0.191, -0.266, 1.045, -0.910, -0.433, -0.618, 0.299, 0.385, 0.271, 0.271, 0.229, 0.222, 0.375, 0.356, -1.012, -0.167, -0.297, 1.125, -0.958, -0.516, -0.604, 0.303, 0.389, 0.260, 0.178, 0.282, 0.317, 0.367, 0.335, -0.780, -0.486, -0.252, 1.189, -0.936, -0.636, -0.580, 0.211, 0.452, 0.237, 0.342, 0.269, 0.320, 0.367, 0.305]}

Going through the records in order, we get molecular weight values of 793.13, 87.08, 396.57, 876.85 g mol⁻¹.